a.
ORCA calculation (ωB97M-V with the def2-TZVPD basis set) on C2H3NO3S as an isolated structure.

Atoms and positions in Å:
C: 0.824 0.250 -0.138
C: -0.533 0.692 -0.478
H: -0.762 -1.249 0.653
H: 1.932 -0.888 1.268
H: -2.276 0.013 -1.439
N: 1.025 -0.575 0.825
O: -0.001 -0.999 1.572
O: -1.529 -0.337 -0.820
O: -0.695 1.932 -0.680
S: 2.015 1.161 -0.763

Kohn-Sham gap in eV: 8.080
Total charge: 0
HOMO level in Ha: -0.320
LUMO energy in eV: -0.620

=====

b.
ORCA calculation (ωB97M-V with the def2-TZVPD basis set) on C2H3NO3S as an isolated structure.

Atoms and positions in Å:
C: -1.224 0.871 0.445
C: 0.187 -0.752 0.674
N: -1.016 -0.258 1.056
O: 1.935 1.097 -0.535
O: 0.718 -0.504 -1.954
O: -0.519 1.326 -0.575
S: 0.813 0.230 -0.724
H: -2.090 1.332 0.632
H: 0.982 -0.882 1.388
H: 0.213 -2.461 -0.408

Kohn-Sham gap (spin up / spin down) in eV: 8.791 / 8.711
Total charge: 0
HOMO level (spin up / spin down) in Ha: -0.379 / -0.362
LUMO energy (spin up / spin down) in eV: -1.523 / -1.143

=====

c.
ORCA calculation (ωB97M-V with the def2-TZVPD basis set) on a 2-piece molecular cluster, C2H3NO3S overall.

Atoms and positions in Å:
C: 0.030 0.626 -0.088
C: -0.964 -0.591 -0.136
H: 2.051 -1.546 -0.241
H: 1.957 1.110 -0.034
H: -2.428 1.045 0.076
N: 1.355 0.340 -0.117
O: 1.657 -0.778 0.840
O: -0.490 1.692 -0.115
O: -0.546 -1.665 -0.551
S: -2.622 -0.233 0.367

Kohn-Sham gap in eV: 9.520
Total charge: 0
HOMO level in Ha: -0.366
LUMO energy in eV: -0.428

=====

Which structure loses on stability? b does.

=====

a.
ORCA calculation (ωB97M-V with the def2-TZVPD basis set) on a 2-piece molecular cluster, C4H15N2S overall.

Atoms and positions in Å:
C: -0.930 1.187 -1.968
N: -0.496 -0.218 -2.194
C: -0.027 -0.461 -3.596
H: -0.061 1.840 -2.035
H: -1.627 1.484 -2.743
H: -1.403 1.271 -0.994
H: -1.286 -0.831 -2.007
H: -0.842 -0.240 -4.286
H: 0.270 -1.500 -3.693
H: 0.812 0.196 -3.797
C: 1.126 0.100 0.889
C: -0.064 -0.538 1.581
S: -0.616 0.413 3.026
N: 1.496 -0.682 -0.325
H: 1.955 0.146 1.587
H: 0.875 1.111 0.570
H: 0.176 -1.547 1.911
H: -0.921 -0.609 0.918
H: 0.441 0.102 3.786
H: 2.372 -0.316 -0.688
H: 0.300 -0.461 -1.502
H: 1.717 -1.631 -0.036

Kohn-Sham gap in eV: 9.293
Total charge: +1
HOMO level in Ha: -0.450
LUMO energy in eV: -2.950

=====

b.
ORCA calculation (ωB97M-V with the def2-TZVPD basis set) on a 2-piece molecular cluster, C4H15N2S overall.

Atoms and positions in Å:
C: 3.116 1.270 0.016
S: 1.420 1.382 0.616
C: 0.574 1.841 -0.923
H: 3.427 2.213 -0.420
H: 3.238 0.469 -0.709
H: 3.737 1.075 0.886
H: -0.485 1.949 -0.703
H: 0.965 2.793 -1.272
H: 0.729 1.094 -1.703
C: -2.192 -1.095 0.439
N: -3.528 -1.389 -0.040
C: -1.204 -1.703 -0.551
N: 0.194 -1.532 -0.043
H: -1.969 -1.496 1.437
H: -2.048 -0.018 0.501
H: -3.808 -2.323 0.229
H: -4.204 -0.753 0.359
H: -1.259 -1.258 -1.534
H: -1.406 -2.776 -0.639
H: 0.911 -1.797 -0.718
H: 0.398 -0.541 0.256
H: 0.364 -2.133 0.769

Kohn-Sham gap in eV: 9.523
Total charge: +1
HOMO level in Ha: -0.470
LUMO energy in eV: -3.261

=====

Which structure loses on stability? b does.

=====

a.
ORCA calculation (ωB97M-V with the def2-TZVPD basis set) on a 2-piece molecular cluster, C8H16O overall.

Atoms and positions in Å:
C: 1.622 -0.259 -0.155
C: 2.237 1.079 -0.539
C: 2.650 -1.208 0.446
H: 1.157 -0.721 -1.030
H: 0.760 -0.175 0.568
H: 2.688 1.560 0.327
H: 1.495 1.754 -0.964
H: 3.014 0.929 -1.289
H: 2.184 -2.147 0.740
H: 3.120 -0.761 1.320
H: 3.423 -1.440 -0.287
C: -1.499 1.844 0.733
C: -2.031 -0.122 -1.372
C: -1.397 0.390 1.122
C: -1.742 -0.611 0.015
C: -1.831 -1.895 0.356
O: -1.339 0.038 2.280
H: -0.776 2.069 -0.048
H: -1.307 2.464 1.605
H: -2.493 2.074 0.356
H: -2.912 0.518 -1.385
H: -2.195 -0.964 -2.041
H: -1.193 0.456 -1.761
H: -2.001 -2.674 -0.368
H: -1.634 -2.197 1.372

Kohn-Sham gap in eV: 10.148
Total charge: 0
HOMO level in Ha: -0.355
SMILES: C=C(C)C(C)=O.CCC
LUMO energy in eV: 0.493

=====

b.
ORCA calculation (ωB97M-V with the def2-TZVPD basis set) on a 3-piece molecular cluster, C8H16O overall.

Atoms and positions in Å:
C: -0.493 -0.161 0.201
C: 0.495 -0.108 -0.767
C: -0.827 1.477 -1.657
C: -1.699 -1.031 -0.003
C: -0.619 0.820 1.329
C: 1.776 0.663 -0.721
C: 1.003 -1.770 0.986
C: 1.904 -1.506 1.921
O: -2.223 1.491 -1.694
H: -2.527 0.805 -2.299
H: 0.438 -0.864 -1.542
H: -0.369 1.371 -2.643
H: -0.474 2.361 -1.134
H: 0.720 -2.800 0.755
H: -0.741 0.273 2.265
H: -1.577 -1.708 -0.849
H: -2.581 -0.405 -0.165
H: -1.887 -1.621 0.896
H: -1.513 1.433 1.183
H: 0.242 1.478 1.427
H: 2.614 -0.029 -0.624
H: 1.912 1.221 -1.652
H: 1.820 1.370 0.105
H: 2.209 -0.485 2.157
H: 2.396 -2.274 2.525

Kohn-Sham gap (spin up / spin down) in eV: 6.968 / 7.172
Total charge: 0
HOMO level (spin up / spin down) in Ha: -0.229 / -0.236
LUMO energy (spin up / spin down) in eV: 0.740 / 0.737

=====

Which structure loses on stability? b does.

=====

a.
ORCA calculation (ωB97M-V with the def2-TZVPD basis set) on one molecule with the formula BrClFHSi.

Atoms and positions in Å:
F: -0.264 0.160 -1.617
Si: -0.218 0.026 -0.033
Cl: 0.451 -1.969 0.582
Br: 1.485 1.229 0.597
H: -1.453 0.554 0.470

Kohn-Sham gap in eV: 11.643
Total charge: 0
HOMO level in Ha: -0.407
SMILES: F[Si@@H](Cl)Br
LUMO energy in eV: 0.579

=====

b.
ORCA calculation (ωB97M-V with the def2-TZVPD basis set) on a 2-piece molecular cluster, BrClFHSi overall.

Atoms and positions in Å:
F: -1.346 -0.349 0.893
Si: -0.331 0.342 -0.045
Cl: 2.218 -1.171 0.450
Br: -0.434 -0.400 -2.011
H: -0.107 1.577 0.713

Kohn-Sham gap in eV: 8.422
Total charge: 0
HOMO level in Ha: -0.351
LUMO energy in eV: -1.120

=====

Which structure loses on stability? b does.

=====

a.
ORCA calculation (ωB97M-V with the def2-TZVPD basis set) on one molecule with the formula C4H7NO.

Atoms and positions in Å:
O: -0.918 1.480 2.808
C: -1.415 0.854 1.909
N: -0.972 0.882 0.578
C: -0.612 -0.226 0.075
C: 1.532 -0.278 -0.881
C: 0.040 -0.312 -1.264
H: -2.309 0.213 2.030
H: 1.631 0.388 -0.022
H: -0.544 -1.148 0.675
H: 2.177 0.097 -1.677
H: 1.875 -1.267 -0.560
H: -0.248 -1.230 -1.793
H: -0.239 0.547 -1.880

Kohn-Sham gap in eV: 10.518
Total charge: 0
HOMO level in Ha: -0.366
SMILES: CC/C=N/C=O
LUMO energy in eV: 0.561

=====

b.
ORCA calculation (ωB97M-V with the def2-TZVPD basis set) on one molecule with the formula C4H7NO.

Atoms and positions in Å:
C: 0.427 -1.508 -0.655
N: 0.054 -0.347 0.167
C: 0.757 -0.100 1.247
C: -0.932 0.471 -0.307
C: -0.809 1.881 -0.118
O: -1.644 2.729 -0.397
H: 0.881 -2.282 -0.033
H: 1.128 -1.179 -1.426
H: -0.474 -1.898 -1.128
H: 0.421 0.662 1.936
H: 1.673 -0.650 1.415
H: -1.686 0.045 -0.958
H: 0.203 2.177 0.259

Kohn-Sham gap (spin up / spin down) in eV: 7.809 / 7.812
Total charge: 0
HOMO level (spin up / spin down) in Ha: -0.284 / -0.284
LUMO energy (spin up / spin down) in eV: 0.084 / 0.086

=====

c.
ORCA calculation (ωB97M-V with the def2-TZVPD basis set) on one molecule with the formula C4H7NO.

Atoms and positions in Å:
C: 1.869 0.110 0.299
C: 0.397 0.318 0.435
O: -0.122 1.247 1.047
C: -0.663 -0.525 -0.275
C: -1.872 0.050 0.414
N: -0.960 0.024 -1.559
H: 2.437 0.883 0.820
H: 2.124 0.120 -0.767
H: 2.136 -0.882 0.682
H: -0.460 -1.618 -0.179
H: -2.058 -0.020 1.483
H: -2.654 0.407 -0.246
H: -0.114 -0.038 -2.145

Kohn-Sham gap (spin up / spin down) in eV: 6.835 / 10.284
Total charge: 0
HOMO level (spin up / spin down) in Ha: -0.280 / -0.351
LUMO energy (spin up / spin down) in eV: -0.784 / 0.746

=====

Which structure loses on stability? c does.

=====

a.
ORCA calculation (ωB97M-V with the def2-TZVPD basis set) on one molecule with the formula C4H7NO.

Atoms and positions in Å:
O: -0.449 -1.554 -1.182
C: -0.785 -0.284 -0.717
C: -0.908 -0.139 0.842
C: 0.390 0.659 0.825
N: 1.380 -0.177 0.120
C: 0.437 0.650 -0.653
H: 0.432 -1.684 -0.779
H: -1.651 0.082 -1.274
H: -0.901 -1.084 1.393
H: -1.767 0.470 1.141
H: 0.722 1.420 1.523
H: 2.294 0.266 0.134
H: 0.794 1.381 -1.372

Kohn-Sham gap in eV: 10.491
Total charge: 0
HOMO level in Ha: -0.348
SMILES: O[C@H]1C[C@H]2N[C@@H]12
LUMO energy in eV: 1.016

=====

b.
ORCA calculation (ωB97M-V with the def2-TZVPD basis set) on a 3-piece molecular cluster, C4H7NO overall.

Atoms and positions in Å:
C: 1.888 -0.342 0.263
C: 0.680 0.199 0.707
N: 0.067 1.302 0.528
C: -1.303 0.966 0.117
C: -1.179 -0.533 -0.039
O: -0.258 -0.970 0.753
H: 2.622 0.348 -0.140
H: 0.818 -0.596 -1.144
H: 2.243 -1.276 0.685
H: -2.052 1.246 0.878
H: -1.583 1.459 -0.819
H: -0.020 -0.560 -1.397
H: -1.921 -1.244 -0.392

Kohn-Sham gap (spin up / spin down) in eV: 7.754 / 7.752
Total charge: 0
HOMO level (spin up / spin down) in Ha: -0.291 / -0.290
LUMO energy (spin up / spin down) in eV: -0.152 / -0.153

=====

c.
ORCA calculation (ωB97M-V with the def2-TZVPD basis set) on one molecule with the formula C4H7NO.

Atoms and positions in Å:
C: -0.019 1.056 0.431
C: 0.858 0.031 1.090
O: 1.339 -0.905 0.287
C: 0.634 -1.307 -0.745
N: -0.732 -1.023 -0.725
C: -1.036 0.404 -0.523
H: -0.493 1.700 1.178
H: 0.645 1.707 -0.171
H: 1.587 0.323 1.838
H: -1.105 -1.495 0.115
H: 1.038 -2.178 -1.242
H: -2.058 0.465 -0.132
H: -1.024 0.904 -1.498

Kohn-Sham gap (spin up / spin down) in eV: 8.198 / 8.348
Total charge: 0
HOMO level (spin up / spin down) in Ha: -0.270 / -0.273
LUMO energy (spin up / spin down) in eV: 0.859 / 0.920

=====

Which structure loses on stability? b does.